C32H32NOSr as an isolated structure at a distorted geometry, computed with ωB97M-V/def2-TZVPD.

Last column: Löwdin charge in e.
Geometry (Å):
C 3.21496 -0.25604 1.96329  -0.341
C 3.08597 -0.88278 0.67367  -0.230
C 2.85936 0.13148 -0.31265  -0.167
H 3.22069 -1.94393 0.46818  0.081
C 2.79218 1.37298 0.35033  -0.185
C 2.99009 1.15219 1.76076  -0.279
H 2.71592 2.34641 -0.14408  0.078
C -1.16160 -2.37305 1.74865  -0.278
C 0.03674 -2.85771 1.13384  -0.276
C -0.08139 -2.61671 -0.27667  -0.120
H 0.87897 -3.34748 1.66101  0.083
C -1.34099 -2.02276 -0.56576  -0.256
C -1.97209 -1.81444 0.69230  -0.140
H 2.84453 -0.00963 -1.39592  0.082
H 2.97774 1.92242 2.54196  0.080
H 3.35614 -0.76625 2.91950  0.076
H -2.98719 -1.42466 0.82249  0.087
H 0.65468 -2.94411 -1.02570  0.097
H -1.41359 -2.40361 2.82816  0.085
Sr 0.62580 -0.24528 2.04024  1.427
C -2.00560 -1.89829 -1.92238  -0.492
C -3.38598 -2.63032 -1.77605  -0.055
C -1.22580 -2.67660 -2.97335  -0.063
H -3.29037 -3.68783 -1.46654  0.096
H -3.91771 -2.62787 -2.73959  0.069
H -4.04357 -2.13329 -1.04965  0.071
H -1.10680 -3.74005 -2.72066  0.093
H -0.23502 -2.24692 -3.11157  0.075
H -1.74937 -2.61912 -3.92799  0.078
C -2.21115 -0.42973 -2.36916  -0.050
C -1.02075 0.32232 -2.89469  -0.397
H -2.73554 0.05083 -1.55389  0.126
H -2.99936 -0.48967 -3.13519  0.114
O 0.14117 0.34404 -2.40009  0.040
N -1.12103 1.05435 -4.06205  0.064
C -0.06738 2.08403 -4.10885  -0.142
H -1.98473 1.20159 -4.55609  0.127
C 1.33279 1.50380 -4.17922  -0.228
C 2.45983 2.18271 -3.64067  -0.044
H 2.29675 3.08527 -3.06045  0.103
C 3.76175 1.68245 -3.83378  -0.095
H 4.62522 2.20584 -3.38375  0.105
C 3.97231 0.51296 -4.58281  -0.111
H 4.98047 0.12942 -4.71926  0.090
C 2.86749 -0.16311 -5.12336  -0.088
H 3.01620 -1.09708 -5.68219  0.098
C 1.57102 0.33970 -4.93564  -0.052
H 0.71889 -0.17435 -5.35909  0.102
H -0.05473 2.70562 -3.18377  0.132
H -0.26971 2.72145 -4.96758  0.120
C -0.07876 1.26319 7.14632  -0.098
C 0.87431 0.77374 6.22170  -0.102
C 0.57533 0.67571 4.87489  -0.073
C -0.71991 1.11307 4.43003  -0.245
C -1.17775 1.14635 3.13086  -0.268
C -2.36175 1.44251 2.57731  -0.163
C -3.31378 1.88911 3.53017  -0.103
C -2.99192 1.96269 4.87737  -0.064
C -1.70886 1.59003 5.37159  -0.191
C -1.34591 1.65334 6.72365  -0.054
H 0.16779 1.33382 8.20076  0.088
H 1.85393 0.46796 6.58669  0.096
H 1.31992 0.28124 4.15612  0.038
H -2.59169 1.37014 1.51114  0.076
H -4.29723 2.17732 3.17163  0.082
H -3.72184 2.31113 5.60500  0.092
H -2.09807 2.01940 7.42048  0.101

HOMO-LUMO gap = 6.248 eV
HOMO level = -3.692 eV
Charge = -1


C32H33As2N2O10Rb as an isolated structure, computed with ωB97M-V/def2-TZVPD.

Last column: Löwdin charge in e.
Geometry (Å):
Rb -0.17020 1.39116 0.87167  0.833
C 3.27221 1.96170 0.48644  -0.088
O 2.62305 1.25925 1.53591  -0.195
C 3.25197 1.18745 2.73941  -0.227
C 4.54220 1.66568 2.94278  -0.035
C 5.12894 1.59614 4.20081  -0.114
C 4.42479 1.05349 5.26033  -0.115
C 3.14316 0.56256 5.05236  -0.035
C 2.53872 0.59657 3.80022  -0.168
N 1.22125 0.10103 3.54285  0.059
N 0.84960 -0.66052 4.48148  0.040
C -0.38410 -1.24289 4.52095  -0.149
C -1.41261 -1.12216 3.51732  -0.390
O -1.30091 -0.50727 2.44276  -0.168
C -2.67639 -1.80688 3.80345  -0.005
C -2.87988 -2.53235 4.91501  -0.049
C -1.85268 -2.69141 5.90674  -0.190
C -2.07372 -3.46997 7.05338  -0.070
C -1.09392 -3.64068 8.00231  -0.128
C 0.14720 -3.02006 7.80252  -0.115
C 0.38414 -2.25149 6.68837  -0.040
C -0.60807 -2.05251 5.69989  -0.108
H 3.56650 2.96426 0.80592  0.099
H 2.55336 2.04189 -0.32693  0.040
H 4.14936 1.41156 0.13373  0.100
H 5.09602 2.09523 2.12125  0.095
H 6.13231 1.97949 4.34147  0.091
H 4.86398 1.01384 6.24975  0.089
H 2.57476 0.14129 5.86899  0.090
H -3.44027 -1.69334 3.04343  0.109
H -3.83198 -3.02753 5.08354  0.102
H -3.04325 -3.94282 7.17476  0.099
H -1.27344 -4.24621 8.88225  0.083
H 0.93684 -3.14968 8.53444  0.088
H 1.34978 -1.78997 6.54383  0.085
C -3.27875 4.07201 -2.43842  -0.067
O -2.93777 2.82576 -1.82868  -0.074
C -1.62181 2.50224 -1.96290  -0.524
O -0.72696 3.36264 -1.48572  -0.270
C -1.24821 1.36188 -2.59107  -0.398
C -2.08272 0.55275 -3.48687  -0.421
As -2.09376 -1.32464 -3.30490  1.262
C -1.96289 -1.50093 -1.34728  -0.309
C -0.11587 -1.63467 -3.54283  -0.321
C 0.83478 -0.72751 -3.32714  -0.334
As 0.66191 1.09991 -2.57926  1.276
C 1.10746 2.01664 -4.26437  -0.261
C 2.25884 -1.05499 -3.64020  -0.544
O 2.74958 -0.94179 -4.73806  0.095
O 3.04675 -1.46559 -2.62440  -0.032
C 2.45110 -1.76930 -1.35410  -0.048
C 0.21925 -2.97867 -4.07710  -0.548
O 0.60378 -3.90521 -3.40194  0.090
O 0.02400 -3.17612 -5.39928  -0.038
C -0.30282 -2.04257 -6.21903  -0.055
C -2.60657 1.12295 -4.65411  -0.570
O -2.60791 2.30504 -5.01738  -0.016
O -3.20697 0.18186 -5.51892  -0.185
C -3.80915 0.74263 -6.66000  -0.128
H -4.32524 4.25083 -2.19091  0.085
H -3.15881 3.98599 -3.51913  0.075
H -2.66576 4.88124 -2.03728  0.073
H -2.89532 -1.15522 -0.90101  0.024
H -1.14646 -0.88288 -0.98139  -0.018
H -1.78098 -2.53959 -1.07242  0.018
H 0.30680 1.81727 -4.97643  0.027
H 2.06551 1.68108 -4.65946  0.009
H 1.13598 3.08351 -4.04522  0.018
H 3.27042 -2.12001 -0.73140  0.092
H 1.70022 -2.55076 -1.45940  0.088
H 2.00941 -0.87862 -0.90676  0.056
H -0.35250 -2.43302 -7.23317  0.087
H 0.47436 -1.28218 -6.15200  0.088
H -1.26630 -1.61297 -5.93956  0.055
H -4.22643 -0.09322 -7.22414  0.076
H -3.08789 1.28357 -7.27764  0.079
H -4.60729 1.44180 -6.39595  0.081
C -0.94324 4.06222 -0.14493  -0.247
H -0.54055 5.06262 -0.35864  -0.034
H -2.02990 4.19923 -0.05257  -0.030

HOMO-LUMO gap = 4.812 eV
Relative energy (zero: lowest compared OMol25 entry of this formula, charge and spin) = 0.0 kJ/mol
HOMO level = -1.030 eV
Charge = -2


C32H33BCoN7OS3 as an isolated structure, computed with ωB97M-V/def2-TZVPD.

Last column: Löwdin charge in e.
Geometry (Å):
Co 1.27216 0.90865 0.03741  0.308
C 2.55617 -1.60842 -3.00648  -0.029
N 3.42605 -0.52856 -2.59401  -0.111
C 4.23931 0.20784 -3.42800  -0.030
C 4.91772 1.07166 -2.63757  -0.042
N 4.53305 0.86901 -1.33610  -0.013
B 5.31066 1.48383 -0.13032  -0.423
N 4.38914 2.10090 0.98318  0.000
C 4.85565 2.18954 2.27250  -0.045
C 4.00166 2.95218 2.99267  -0.033
N 2.99051 3.32000 2.13418  -0.121
C 1.86366 4.17110 2.44939  -0.038
C 3.24489 2.79031 0.90966  -0.685
S 2.17149 2.97798 -0.42799  0.701
C 3.63600 -0.12248 -1.31814  -0.688
S 2.83507 -0.78013 0.05732  0.710
H 2.08679 -1.36121 -3.95660  0.092
H 1.79348 -1.75899 -2.24621  0.049
H 3.12360 -2.53295 -3.11592  0.103
H 4.26532 0.04938 -4.49145  0.126
H 5.63415 1.83012 -2.89835  0.127
H 5.99363 2.36628 -0.57139  0.082
H 5.93095 0.60157 0.39653  0.082
H 5.76836 1.70079 2.56394  0.128
H 4.01714 3.25768 4.02394  0.125
H 1.80237 4.28802 3.52927  0.096
H 0.94514 3.72899 2.06600  0.058
H 1.98120 5.15075 1.98798  0.102
N -6.27079 -4.22009 -5.43365  0.180
C -5.41023 -3.56487 -5.04672  -0.172
C -4.34564 -2.74769 -4.54678  -0.219
C -3.72954 -1.80334 -5.36232  -0.001
C -2.71321 -1.00980 -4.86353  0.006
C -2.29794 -1.15341 -3.54531  -0.157
C -2.90628 -2.10300 -2.73000  0.005
C -3.92444 -2.89229 -3.22648  -0.001
N -1.25694 -0.33260 -3.02891  0.014
C -0.46952 0.55013 -3.74070  -0.022
C 0.37979 1.12056 -2.85056  -0.109
N 0.12636 0.60531 -1.60005  -0.023
C -0.85187 -0.26422 -1.73909  -0.087
H -4.05123 -1.68921 -6.38800  0.131
H -2.26020 -0.27620 -5.51411  0.110
H -2.58819 -2.24138 -1.70736  0.067
H -4.39825 -3.62903 -2.59232  0.129
H -0.55845 0.71080 -4.79868  0.122
H 1.14166 1.86497 -3.01298  0.102
H -1.27037 -0.82983 -0.92207  0.124
O 0.37899 0.80191 1.81691  -0.616
S 0.58395 0.58650 3.29576  1.027
C -0.13953 -1.07660 3.66959  -0.230
C -0.52842 -1.81996 2.43193  -0.271
C -1.86111 -1.85570 2.03180  -0.020
C -2.23897 -2.60184 0.92525  -0.083
C -1.28322 -3.29964 0.19675  -0.106
C 0.05166 -3.23811 0.57219  -0.071
C 0.42649 -2.50570 1.68758  -0.071
C -0.71356 1.61364 4.08973  -0.261
C -2.11683 1.29065 3.67700  -0.293
C -3.02068 0.77299 4.60040  -0.052
C -4.32304 0.48269 4.22129  -0.067
C -4.73183 0.70054 2.91411  -0.075
C -3.83778 1.22003 1.98760  -0.070
C -2.53853 1.51776 2.36627  -0.046
H -0.99841 -0.91699 4.31978  0.087
H 0.65048 -1.58999 4.21671  0.101
H -2.60980 -1.31772 2.60337  0.103
H -3.28488 -2.65293 0.64660  0.112
H -1.57623 -3.90221 -0.65446  0.107
H 0.80217 -3.77611 0.00788  0.113
H 1.46891 -2.48252 1.98534  0.101
H -0.43859 2.63372 3.81687  0.088
H -0.55324 1.48108 5.16112  0.105
H -2.71328 0.60374 5.62638  0.120
H -5.02346 0.08970 4.94626  0.112
H -5.75119 0.48109 2.62492  0.110
H -4.16220 1.40379 0.97127  0.110
H -1.84791 1.93755 1.64801  0.109

HOMO-LUMO gap (spin up / spin down) = 8.009 / 8.170 eV
Multiplicity = 4
<S²> = 3.76
HOMO level (spin up / spin down) = -10.594 / -10.811 eV
Charge = +1


| no. | DFT total energy (a.u.) |
| --- | --- |
| 1 | -1399.2675 |
| 2 | -6596.6503 |
| 3 | -4299.8654 |